A structure of composition C46H45CuGeN3P at a distorted geometry, computed with ωB97M-V/def2-TZVPD.

XYZ file:
```
97
C46H45CuGeN3P, DFT ωB97M-V/def2-TZVPD
Ge 0.6008 1.5744 1.8034
Cu -0.1156 0.2453 -0.8683
P 2.2226 0.4853 -1.4559
N -0.1475 -1.6979 -0.5542
N -1.9132 0.2779 -1.5849
N -7.6471 -6.6389 -1.2901
C 0.8096 -1.2055 2.7706
C -1.5742 3.5479 5.9457
C -2.5400 -2.0370 -1.1914
C -1.1337 1.4093 2.6656
C 2.4366 2.2530 -1.2606
C -1.0264 2.9822 0.0012
C -2.8508 -0.7380 -1.5568
C 0.3710 -3.8288 -0.0672
C 1.5982 -0.0965 2.0939
C 4.3963 -1.2933 -1.4808
C 1.1672 4.3159 -1.0546
C -1.2841 -2.4759 -0.7229
C 0.8402 -2.5358 -0.1710
C 4.3129 0.3080 0.3247
C -5.3356 -4.2679 0.0620
C -0.2935 -2.0120 4.8459
C -3.8184 1.0136 -2.5431
C -5.1442 -4.5810 -2.3501
C 0.1412 2.2379 -0.1781
C -6.8179 -5.8443 -1.1819
C -0.9603 -3.8099 -0.4110
C -0.9001 2.5423 5.0111
C -0.0782 4.9918 -0.8126
C 3.7573 -0.2119 -0.8428
C 2.3886 1.1256 -4.2283
C -4.2748 -3.3897 -0.0102
C -2.4864 1.3185 -2.1972
C 5.5805 -1.7878 -0.9235
C 2.1752 0.7915 -5.5772
C -1.1495 4.3204 -0.3224
C -1.4695 2.5431 3.6241
C -4.0990 -3.6715 -2.3854
C 2.2680 5.0257 -1.5561
C -3.6476 -3.0570 -1.2140
C 6.1446 -1.2004 0.2182
C 5.4877 -0.1673 0.8793
C 1.2389 2.9139 -0.8280
C 0.5821 -0.9364 4.2340
C -4.0417 -0.2908 -2.1435
C 1.7797 -1.1043 -3.6025
C 2.1812 0.1695 -3.2475
C 3.4437 2.9787 -1.8205
C -5.7374 -4.9059 -1.1116
C 1.7397 -0.4799 -5.9237
C 1.5705 -1.4223 -4.9378
C 3.4157 4.3814 -1.8731
H 1.3742 -2.1481 2.6824
H 0.9570 -4.6861 0.2231
H -1.1629 3.4539 3.1365
H 0.2004 -2.9532 4.8285
H 2.4929 0.1388 2.6756
H -4.5631 1.6512 -3.0337
H -4.9509 -0.8622 -2.2712
H 1.5561 -0.8464 4.7796
H 1.9063 -0.4580 1.1316
H 1.3177 2.8096 2.3790
H -5.5304 -4.9793 -3.2944
H 1.5669 -1.8044 -2.7920
H 1.5365 -0.7094 -6.9644
H -5.8596 -4.5256 0.9784
H -1.2048 -2.1261 4.2622
H 3.8570 1.2063 0.7509
H 1.8508 -2.1855 0.0540
H 4.0435 -1.7270 -2.3807
H -1.4461 4.6025 5.6578
H 5.8784 0.3060 1.7909
H 0.2060 2.7295 5.0006
H -0.1509 -1.4394 2.2856
H -0.0620 6.0505 -1.0516
H -1.0991 1.5706 5.4553
H -1.1834 3.4292 6.9552
H 2.3262 1.5299 -6.3437
H -1.9125 1.3783 1.8925
H -0.5808 -1.7265 5.8579
H -1.6300 -4.6568 -0.4770
H -3.5345 -3.4969 -3.2981
H -1.9672 2.2539 -2.3079
H -2.0822 4.8703 -0.1805
H -3.9043 -2.8753 0.9023
H -1.8517 2.5084 0.5020
H 1.1877 -2.3700 -5.1892
H -1.2883 0.4206 3.1157
H 2.1799 6.1299 -1.6369
H 2.6474 2.1406 -3.9751
H -2.5470 2.6504 3.6734
H 0.1314 0.0263 4.4176
H 6.1270 -2.5618 -1.4628
H 7.0660 -1.5389 0.6411
H 4.3292 2.4477 -2.1970
H 4.2748 4.9263 -2.2149
H -2.6648 3.3813 6.0428
```

## Properties
Relative energy (zero: lowest compared OMol25 entry of this formula, charge and spin) in eV: 0.388
Expectation value of S²: 0.7645
Orbital gap (spin up / spin down) in eV: 6.75 / 5.89
Charge: +1
Energy in eV: -163340.326
E_LUMO (spin up / spin down) in eV: -3.57 / -4.43
2S+1: 2



A structure of composition C46H45MnNPSb2 at a distorted geometry, computed with ωB97M-V/def2-TZVPD.

XYZ file:
```
96
C46H45MnNPSb2, DFT ωB97M-V/def2-TZVPD
Sb 2.6048 -0.5881 -0.6561
Sb 0.5198 -0.4596 2.7692
Mn -0.2125 -0.3043 -1.4121
P -1.9667 1.3767 -1.5347
N -2.2611 -1.5576 -1.3414
C -5.8928 -1.0188 -1.3270
C 4.1660 -0.2162 0.7362
C 0.4925 -2.7509 6.5082
C 0.4668 -2.2131 1.4537
C 4.8799 -0.2337 -5.0037
C -5.9202 0.3915 -1.3129
C -3.5402 -0.9064 -1.3777
C -0.7976 2.3988 -3.8331
C 5.0283 0.6628 2.8071
C 6.4481 -0.6418 1.3993
C 5.4104 -0.8087 0.4815
C -3.5274 0.4766 -1.3593
C -3.1008 5.2089 -0.4726
C 4.6795 0.8662 -4.1858
C 4.0402 0.6742 -2.9421
C -2.9711 4.0388 -1.2330
C -3.8777 -0.4119 2.3169
C 6.2603 0.1006 2.5230
C -2.0137 0.4944 4.1539
C -4.6845 -1.6665 -1.4172
C 2.6189 -1.7477 6.3026
C 0.9830 -1.4618 4.5447
C 4.5324 -1.4912 -4.5560
C -3.3649 0.6965 4.3904
C 3.7130 -0.5662 -2.4927
C -1.3735 1.8224 -6.0679
C -4.7535 1.1408 -1.2837
C -2.5302 -0.7583 2.1870
C -0.4932 2.4371 -5.1686
C 3.9769 0.4844 1.8989
C -2.8000 1.1312 -4.2661
C 0.1165 -2.2464 5.2927
C -2.6700 5.2319 0.8490
C -1.9630 2.9406 0.6873
C -2.1325 4.0784 1.4394
C -1.9351 1.7258 -3.3345
C -2.3287 2.9397 -0.6376
C 2.2508 -1.2010 5.1029
C -4.2849 0.2838 3.4494
C 3.9854 -1.6553 -3.2770
C -2.5276 1.2413 -5.6212
C 1.7318 -2.9319 1.0997
C 1.7451 -2.5074 7.0565
C 0.2777 -1.3842 -3.1508
C 2.3214 -2.6871 -0.3121
C -1.5972 -0.2988 3.1106
H 1.7044 -3.1053 -1.1047
H 3.6692 -2.6386 -2.9740
H -0.9196 -2.4307 4.8883
H -3.5627 6.0845 -0.9952
H -3.3506 4.0575 -2.2306
H -3.1773 0.7844 -6.3617
H -1.1372 1.9467 -7.1254
H 7.4213 -1.0563 1.1450
H 1.2059 -1.2356 -3.6642
H 4.8939 1.3083 3.6569
H -2.6757 6.1314 1.3917
H -1.5239 2.0265 1.0960
H -0.0919 2.8972 -3.1455
H 3.6144 -1.5428 6.6805
H -2.3623 -2.4344 -0.8637
H -4.6094 -0.6461 1.5814
H -4.8263 2.2107 -1.2350
H 0.3949 2.9149 -5.5351
H -4.5924 -2.7463 -1.4591
H -0.2589 -2.9039 1.9269
H -0.4744 -1.0996 -3.9512
H 4.8503 1.8467 -4.5669
H 3.3314 -3.1237 -0.3455
H 5.5892 -1.3784 -0.4084
H 0.1565 -2.4768 -3.0122
H 2.0334 -2.9012 8.0637
H -2.0293 -1.7870 -2.3024
H 3.0109 -0.6404 4.5134
H -1.3002 0.9052 4.8703
H -3.7048 0.6156 -3.9127
H -3.7190 1.3284 5.1853
H 2.5572 -2.7576 1.8271
H 1.6082 -4.0245 1.2249
H 4.6506 -2.3930 -5.1382
H -5.3098 0.6357 3.4723
H 3.8328 1.5453 -2.3468
H 3.0184 0.9044 2.1760
H 5.3080 -0.0858 -5.9560
H 7.1107 0.2793 3.1863
H -2.2323 -1.2895 1.2841
H -0.2419 -3.4055 7.0548
H -6.8681 0.9082 -1.2480
H -6.8222 -1.5171 -1.3067
H -1.8513 4.0765 2.4950
H -0.0490 -1.9161 0.4864
```

## Properties
Relative energy (zero: lowest compared OMol25 entry of this formula, charge and spin) in eV: 0.208
Expectation value of S²: 8.7623
Orbital gap (spin up / spin down) in eV: 7.95 / 7.83
Charge: +1
Energy in eV: -103598.588
E_LUMO (spin up / spin down) in eV: -2.20 / -2.73
2S+1: 6